[1]
A structure of composition C22H27N7O3Os at a distorted geometry, computed with ωB97M-V/def2-TZVPD.

CARTESIAN COORDINATES (ANGSTROEM)
Os 0.14 -0.39 -1.12
C 1.86 2.30 3.31
N 1.59 1.11 2.53
C 2.13 -0.13 3.06
C 0.91 1.11 1.41
O 0.57 0.03 0.83
C 0.51 2.41 0.71
O 0.57 2.23 -0.70
C 1.79 2.59 -1.34
C 2.57 1.35 -1.78
O 2.01 0.22 -1.67
N 3.77 1.45 -2.32
C 4.50 2.68 -2.50
C 4.45 0.27 -2.83
H 2.28 2.01 4.27
H 2.58 2.96 2.82
H 0.94 2.86 3.49
H 3.22 -0.06 3.10
H 1.77 -0.30 4.07
H 1.84 -0.96 2.42
H -0.54 2.62 0.94
H 1.11 3.27 1.03
H 1.50 3.18 -2.22
H 2.40 3.23 -0.68
H 4.20 3.45 -1.80
H 5.57 2.49 -2.40
H 4.35 3.07 -3.51
H 3.80 -0.60 -2.77
H 4.76 0.44 -3.86
H 5.36 0.07 -2.26
N -1.98 -2.62 3.83
C -1.03 -2.70 2.88
N -1.15 -2.16 1.71
C -2.30 -1.53 1.35
N -2.51 -1.10 0.15
N -1.76 -1.09 -0.92
C -2.33 -1.40 -2.07
C -1.55 -1.28 -3.26
C -2.03 -1.57 -4.54
C -1.18 -1.43 -5.63
C 0.14 -1.04 -5.40
C 0.55 -0.76 -4.10
N -0.26 -0.85 -3.05
C -3.38 -1.40 2.32
C -4.63 -0.84 2.04
C -5.59 -0.78 3.04
C -5.35 -1.30 4.32
C -4.13 -1.87 4.62
C -3.15 -1.96 3.62
H -1.83 -3.08 4.74
H -0.11 -3.22 3.11
H -3.36 -1.74 -2.10
H -3.05 -1.90 -4.68
H -1.52 -1.62 -6.64
H 0.84 -0.94 -6.21
H 1.57 -0.45 -3.92
H -4.83 -0.45 1.06
H -6.54 -0.32 2.83
H -6.12 -1.26 5.08
H -3.95 -2.28 5.61

Computed properties:
charge: +4
frontier orbital gap (spin up / spin down): 7.6 / 5.6 eV
multiplicity: 5
LUMO energy (spin up / spin down): -12.66 / -14.76 eV
highest occupied orbital energy (spin up / spin down): -20.2 / -20.3 eV
expectation value of S²: 6.091


[2]
An isolated molecule of C4H6O, computed with ωB97M-V/def2-TZVPD.

CARTESIAN COORDINATES (ANGSTROEM)
O 0.10 2.43 -0.49
C 0.18 1.52 0.30
C -0.59 0.28 0.02
C -0.48 -1.17 0.41
C 0.56 -0.61 -0.48
H 0.96 1.50 1.09
H -1.44 0.53 -0.61
H -0.22 -1.53 1.40
H -1.24 -1.75 -0.11
H 1.51 -0.41 0.02
H 0.66 -0.79 -1.55

Computed properties:
SMILES: O=CC1CC1
charge: 0
frontier orbital gap: 10.8 eV
LUMO energy: 1.07 eV
highest occupied orbital energy: -9.7 eV
ΔE to the lowest compared entry with this formula, charge and spin: 24.7 kcal/mol